{
  "formula": "C3H9NO2",
  "method": "wB97M-V/def2-TZVPD",
  "smiles": "CC(=O)O.CN",
  "e_lumo_ev": 0.82,
  "e_above_lowest_kcal_mol": 64.4,
  "total_charge": 0,
  "e_tot_ha": -324.870036,
  "homo_lumo_gap_ev": 9.78,
  "species": ["C", "C", "O", "O", "H", "H", "H", "H", "C", "N", "H", "H", "H", "H", "H"],
  "coordinates": [[-2.6373, 1.5279, -0.8576], [-1.3079, 0.8495, -0.7750], [-0.2518, 1.0332, -1.2748], [-1.5268, 0.0275, 0.4207], [-2.2344, 2.5863, -0.8421], [-3.1768, 1.2677, 0.2465], [-3.3755, 1.0935, -1.5558], [-0.6249, -0.1415, 0.9827], [2.5093, -0.7940, 0.2414], [1.5166, -1.5680, 1.0112], [2.8158, 0.1459, 0.8476], [2.3072, -0.5083, -0.7381], [3.4171, -1.4343, 0.0087], [0.9287, -2.0536, 0.3271], [1.6408, -2.0318, 1.9577]],
  "forces_ev_per_angstrom": [[-1.1, 0.1, 2.9], [-0.9, -1.9, 3.8], [0.0, -0.1, -0.5], [4.1, 0.0, 0.5], [-1.7, -0.7, -0.7], [1.5, 1.2, -3.2], [0.8, 1.0, -0.3], [-2.5, 0.2, -2.4], [3.0, -0.6, 3.6], [-1.4, 0.2, -0.6], [-0.3, -1.6, -1.2], [-1.8, 0.6, -1.4], [-0.4, 0.8, 0.8], [0.2, -0.2, 1.2], [0.4, 1.0, -2.3]]
}